The following is a DFT calculation (the ωB97M-V functional and the def2-TZVPD basis) of the ion C4H8NO2 with charge -1.

Each line ends with the Mulliken charge.
Geometry (Å):
O1 0.92 1.89 1.80  -0.5304
C1 0.94 1.23 0.78  -0.2763
C2 -0.11 0.37 0.11  0.7196
C3 -1.51 0.88 0.61  -1.3604
N1 -0.02 -1.09 0.23  -0.6808
C4 0.60 -1.64 -1.29  -0.2261
O2 0.81 -0.89 -2.31  -0.7427
H1 1.90 1.30 0.25  0.3951
H2 -0.12 0.66 -0.96  0.1493
H3 -1.64 1.83 1.13  0.3083
H4 -1.99 0.19 1.30  0.2690
H5 -2.11 1.02 -0.31  0.3026
H6 0.73 -1.24 0.89  0.3008
H7 1.57 -1.93 -0.77  0.1285
H8 0.02 -2.58 -1.45  0.2436

Calculated values
* total charge: -1
* SMILES string: C[C@@H](C=O)NC[O-]

The following is a DFT calculation (the ωB97M-V functional and the def2-TZVPD basis) of the ion C4H8NO2 with charge -1.

Each line ends with the Mulliken charge.
Geometry (Å):
C1 -1.35 -0.39 0.49  -1.3725
C2 0.04 -0.36 -0.14  0.4438
C3 -0.02 -0.60 -1.64  -1.4128
N1 0.76 0.85 0.15  -0.3161
C4 1.51 0.95 1.39  0.5517
O1 1.53 2.09 1.89  -0.7770
O2 2.02 -0.12 1.78  -0.7465
H1 -1.33 -0.05 1.53  0.3689
H2 -2.00 0.40 0.07  0.2985
H3 -1.83 -1.36 0.37  0.3548
H4 0.59 -1.16 0.33  0.3534
H5 -0.74 -1.39 -1.92  0.3586
H6 0.95 -0.86 -2.02  0.3455
H7 -0.35 0.30 -2.19  0.2974
H8 0.23 1.68 -0.09  0.2523

Calculated values
* total charge: -1
* SMILES string: CC(C)NC(=O)[O-]

The following is a DFT calculation (the ωB97M-V functional and the def2-TZVPD basis) of a cluster of 2 separate species, C4H8NO2 in total.

Each line ends with the Mulliken charge.
Geometry (Å):
C1 -1.33 0.51 0.21  -0.6581
C2 -0.88 -0.35 -1.04  -0.9850
C3 -0.64 -0.46 1.14  -0.7282
C4 0.17 -0.87 -0.09  0.6873
N1 1.49 1.10 -0.16  -0.5690
O1 2.67 0.47 0.25  -0.4108
O2 1.09 -1.66 -0.25  -0.8366
H1 -0.78 1.54 0.25  0.2145
H2 -2.37 0.70 0.31  0.4625
H3 -1.68 -1.05 -1.27  0.3394
H4 -0.50 0.04 -1.90  0.4527
H5 -0.04 0.03 1.78  0.3182
H6 -1.25 -1.16 1.62  0.3891
H7 1.68 1.56 -1.16  0.0507
H8 2.38 -0.41 0.30  0.2735

Calculated values
* total charge: -1

The following is a DFT calculation (the ωB97M-V functional and the def2-TZVPD basis) of the ion C4H8NO2 with charge -1.

Each line ends with the Mulliken charge.
Geometry (Å):
C1 0.70 1.17 -1.12  -1.1461
C2 0.46 -0.07 -0.31  0.3921
C3 -0.95 0.16 0.42  -0.7060
C4 -1.64 -1.20 0.61  0.3887
O1 -0.94 -1.89 1.38  -0.7038
O2 -2.73 -1.27 0.11  -0.7104
N1 1.64 -0.36 0.55  -0.5528
H1 0.89 2.08 -0.41  0.1928
H2 -0.16 1.18 -1.81  0.3446
H3 1.65 1.24 -1.70  0.3707
H4 0.16 -1.03 -0.88  0.2145
H5 -1.16 0.52 1.42  0.3115
H6 -1.63 0.82 -0.15  0.2308
H7 1.60 -0.18 1.54  0.1950
H8 2.12 -1.16 0.35  0.1783

Calculated values
* total charge: -1
* SMILES string: C[C@@H](N)CC(=O)[O-]

Gap between HOMO and LUMO: 6.94; 7.73; 5.95; 7.61 (eV)
ΔE to the lowest compared entry with this formula, charge and spin: 81.2; 0.2; 135.7; 42.3 (kcal/mol)
E: -362.39481; -362.52396; -362.30803; -362.45682 (hartree)